# 1
This record from the Open Molecules 2025 dataset describes a 2-piece molecular cluster, C3H10NSi overall at a distorted geometry. The level of theory is ωB97M-V/def2-TZVPD.

XYZ file:
```
15
C3H10NSi ωB97M-V/def2-TZVPD
C 0.76837 2.12224 0.36618
C 0.89114 0.88441 -0.13070
C -0.09961 0.12428 -0.92869
N 0.41044 -1.12736 -1.68082
Si -1.44811 -0.72367 1.73109
H 1.61143 2.69957 0.63145
H -0.03815 2.64557 0.01524
H 1.76090 0.44300 0.29655
H -0.70654 0.68694 -1.54793
H 0.69026 -1.74735 -0.93736
H 1.24328 -1.02281 -2.32014
H -0.33838 -1.42473 -2.20570
H -0.69700 -2.11632 1.69101
H -0.87636 0.39357 2.38926
H -2.83214 -0.82820 2.30465
```

As for the net charge: +1. As for the HOMO energy (alpha / beta): -11.84 / -12.45 eV. Its multiplicity is 1. Its energy above the lowest of the compared OMol25 structures with the same formula, charge and spin is 3.826 eV. For the strongest force on any atom, the calculation gives 0.0804 hartree/bohr. As for the LUMO energy (alpha / beta): -0.200 / -0.187 Ha. The total energy comes out at -464.10790 a.u.

# 2
This record from the Open Molecules 2025 dataset describes a 2-piece molecular cluster, C3H10O overall at a distorted geometry. The level of theory is ωB97M-V/def2-TZVPD.

XYZ file:
```
14
C3H10O ωB97M-V/def2-TZVPD
C 0.36184 1.17471 -1.43228
C -0.60342 1.50509 -0.19528
C -0.96685 0.21483 0.46975
H -0.27457 0.84279 -2.23421
H 0.91893 0.36725 -0.96059
H 0.95377 2.04758 -1.70634
H -1.45132 2.11287 -0.49223
H -0.05026 2.24026 0.41048
H -1.98861 0.08290 0.84955
H -0.86964 -0.70582 -0.11968
H -0.36527 0.05396 1.38078
H 1.35637 -1.92137 1.67716
H 0.86082 -2.07254 0.23601
O 1.02395 -2.58170 1.04731
```

As for the SMILES: CCC.O. As for the HOMO energy: -11.38 eV. Its multiplicity is 1. Its energy above the lowest of the compared OMol25 structures with the same formula, charge and spin is 0.499 eV. For the strongest force on any atom, the calculation gives 0.0526 hartree/bohr. As for the LUMO energy: 0.034 Ha. The total energy comes out at -195.51060 a.u.

# 3
This record from the Open Molecules 2025 dataset describes a 2-piece molecular cluster, C3H10O overall. The level of theory is ωB97M-V/def2-TZVPD.

XYZ file:
```
14
C3H10O ωB97M-V/def2-TZVPD
C -0.00809 1.06858 -0.47468
C -0.26763 -0.42362 -0.62174
C -1.59338 -0.71320 -1.32393
H -0.19684 1.57629 -1.42522
H 1.03943 1.26170 -0.23197
H -0.62244 1.54912 0.28800
H -0.28212 -0.90670 0.35523
H 0.54863 -0.87395 -1.19901
H -1.91302 -1.75100 -1.22865
H -2.39499 -0.08538 -0.92080
H -1.55376 -0.47369 -2.38585
H 1.63326 -0.11783 3.04448
H 3.11586 -0.41950 3.11169
O 2.49510 0.30918 3.01245
```

As for the SMILES: CCC.O. As for the HOMO energy: -11.50 eV. Its multiplicity is 1. Its energy above the lowest of the compared OMol25 structures with the same formula, charge and spin is 0.000 eV. For the strongest force on any atom, the calculation gives 0.0093 hartree/bohr. As for the LUMO energy: 0.031 Ha. The total energy comes out at -195.52892 a.u.

# 4
This record from the Open Molecules 2025 dataset describes a 2-piece molecular cluster, C3H10O2 overall. The level of theory is ωB97M-V/def2-TZVPD.

XYZ file:
```
15
C3H10O2 ωB97M-V/def2-TZVPD
C 1.07992 0.32716 0.55469
O -0.04437 0.77354 1.32702
C 1.05765 0.77481 -0.90686
C 0.76685 -0.35760 -1.88548
H 1.97206 0.62281 1.09923
H 1.05614 -0.75725 0.61395
H -0.44244 1.54260 0.89341
H 0.26856 1.52965 -1.03026
H 2.02150 1.21748 -1.13521
H 1.01080 -0.02361 -2.90297
H 1.38581 -1.23892 -1.69920
H -0.27666 -0.64524 -1.84490
H -2.83259 -0.87416 1.80557
H -3.68081 -1.26811 2.97104
O -3.34244 -1.62317 2.13996
```

As for the SMILES: CCCO.O. As for the HOMO energy: -10.30 eV. Its multiplicity is 1. Its energy above the lowest of the compared OMol25 structures with the same formula, charge and spin is 0.411 eV. For the strongest force on any atom, the calculation gives 0.0134 hartree/bohr. As for the LUMO energy: 0.031 Ha. The total energy comes out at -270.75671 a.u.

Copy entry 3 word for word.
This record from the Open Molecules 2025 dataset describes a 2-piece molecular cluster, C3H10O overall. The level of theory is ωB97M-V/def2-TZVPD.

XYZ file:
```
14
C3H10O ωB97M-V/def2-TZVPD
C -0.00809 1.06858 -0.47468
C -0.26763 -0.42362 -0.62174
C -1.59338 -0.71320 -1.32393
H -0.19684 1.57629 -1.42522
H 1.03943 1.26170 -0.23197
H -0.62244 1.54912 0.28800
H -0.28212 -0.90670 0.35523
H 0.54863 -0.87395 -1.19901
H -1.91302 -1.75100 -1.22865
H -2.39499 -0.08538 -0.92080
H -1.55376 -0.47369 -2.38585
H 1.63326 -0.11783 3.04448
H 3.11586 -0.41950 3.11169
O 2.49510 0.30918 3.01245
```

As for the SMILES: CCC.O. As for the HOMO energy: -11.50 eV. Its multiplicity is 1. Its energy above the lowest of the compared OMol25 structures with the same formula, charge and spin is 0.000 eV. For the strongest force on any atom, the calculation gives 0.0093 hartree/bohr. As for the LUMO energy: 0.031 Ha. The total energy comes out at -195.52892 a.u.

strongest force on any atom of number 1 (C3H10NSi)?
0.0804 hartree/bohr